No. 1
ORCA calculation (ωB97M-V/def2-TZVPD) on a 3-piece molecular cluster, C28H54ClFN2O10P overall.

Each line ends with the Mulliken charge.
Positions of all 97 atoms, in Å:
C (3.588, 0.473, 2.252)  -1.025
C (2.185, 0.705, 2.122)  -0.372
C (0.727, 1.366, 1.625)  1.054
O (0.111, 0.232, 0.869)  -0.742
P (-1.034, 0.676, -0.420)  0.972
Cl (-2.053, 1.613, 1.244)  -0.091
C (0.362, 0.294, -1.708)  -0.508
C (1.523, -0.750, -1.265)  0.225
O (1.360, -2.064, -1.595)  -0.629
F (2.856, -0.458, -0.689)  -0.188
C (-1.724, -1.062, -0.227)  -0.152
C (-2.631, -1.515, 1.022)  0.268
O (-3.966, -0.918, 1.174)  -0.488
C (-1.825, -1.731, 2.472)  -0.409
N (-2.174, -0.737, 3.537)  -0.548
C (-2.278, 1.294, -1.793)  0.085
C (-1.846, 2.730, -2.482)  -1.032
C (-3.849, 1.037, -1.568)  -0.266
C (-4.773, 2.000, -0.676)  -0.348
C (-4.614, 3.613, -0.830)  -0.691
O (-0.289, 2.294, -0.498)  -0.402
C (0.757, 2.587, 0.532)  0.896
C (0.249, 4.110, 1.005)  -0.391
O (0.170, 4.253, 2.481)  -0.313
C (-0.853, 5.342, 2.638)  0.743
C (-2.438, 5.087, 2.976)  -0.630
O (-0.455, 6.614, 2.433)  -0.586
C (2.234, 2.972, -0.093)  -1.168
C (3.269, 3.697, 0.937)  0.489
C (4.558, 4.496, 0.233)  -1.196
N (3.198, 3.775, 2.301)  -0.504
H (4.664, -0.017, 2.089)  0.086
H (0.300, 1.595, 2.717)  0.057
H (0.915, 1.313, -2.001)  0.164
H (-0.036, -0.128, -2.733)  0.422
H (-2.324, -1.326, -1.225)  0.100
H (-0.814, -1.837, -0.237)  0.390
H (-2.906, -2.655, 0.751)  0.018
H (-4.550, -1.594, 1.655)  0.349
H (-2.099, -2.803, 2.925)  0.292
H (-0.643, -1.791, 2.315)  0.062
H (-3.185, -0.517, 3.621)  0.241
H (-1.554, 0.094, 3.581)  0.254
H (-2.057, 0.529, -2.693)  0.265
H (-0.779, 2.701, -3.009)  0.268
H (-2.604, 2.855, -3.399)  0.293
H (-2.022, 3.674, -1.818)  0.029
H (-4.111, -0.089, -1.263)  -0.264
H (-4.322, 1.100, -2.670)  0.469
H (-5.904, 1.764, -0.988)  0.378
H (-4.766, 1.771, 0.497)  0.085
H (-4.514, 3.876, -1.966)  0.226
H (-5.513, 4.133, -0.281)  0.365
H (-3.631, 4.048, -0.310)  -0.119
H (-0.877, 4.236, 0.627)  0.040
H (0.844, 4.973, 0.473)  0.133
H (-2.693, 4.004, 3.347)  0.183
H (-3.134, 5.274, 2.024)  0.147
H (-2.832, 5.864, 3.789)  0.338
H (2.799, 2.084, -0.599)  0.277
H (2.017, 3.757, -0.967)  0.324
H (4.328, 5.641, 0.110)  0.260
H (5.425, 4.428, 1.052)  0.344
H (4.877, 3.952, -0.753)  0.282
H (3.996, 4.301, 2.719)  0.243
C (-3.748, -4.255, -2.443)  -0.836
O (-4.578, -4.279, -1.288)  -0.219
C (-5.921, -4.667, -1.590)  -0.576
C (-6.178, -6.128, -1.211)  -0.528
O (-5.423, -7.021, -2.034)  -0.379
C (-4.265, -7.519, -1.374)  -0.645
H (-2.708, -4.167, -2.117)  0.237
H (-3.850, -5.169, -3.037)  0.415
H (-3.996, -3.383, -3.059)  0.282
H (-6.148, -4.493, -2.650)  0.356
H (-6.580, -4.028, -0.997)  0.364
H (-7.236, -6.356, -1.378)  0.372
H (-5.962, -6.302, -0.148)  0.312
H (-4.559, -8.265, -0.626)  0.325
H (-3.693, -6.720, -0.895)  0.238
H (-3.627, -8.003, -2.118)  0.241
C (6.279, -2.505, 0.927)  -0.662
O (7.060, -1.381, 1.316)  -0.274
C (8.453, -1.689, 1.404)  -0.560
C (9.215, -1.182, 0.177)  -0.482
O (8.833, -1.892, -1.004)  -0.383
C (7.928, -1.149, -1.814)  -0.667
H (5.276, -2.155, 0.670)  0.115
H (6.704, -3.012, 0.054)  0.380
H (6.200, -3.208, 1.763)  0.303
H (8.606, -2.768, 1.541)  0.342
H (8.838, -1.181, 2.292)  0.356
H (10.285, -1.362, 0.326)  0.375
H (9.073, -0.101, 0.045)  0.313
H (8.468, -0.344, -2.327)  0.314
H (7.106, -0.729, -1.228)  0.271
H (7.508, -1.823, -2.566)  0.246

The calculation puts the molecular weight at 664.169 g mol⁻¹. The value obtained for the total energy is -2862.01956 Eh. The spin multiplicity is 1. Its total charge is -1. As for the HOMO-LUMO gap: 8.02 eV.

No. 2
ORCA calculation (ωB97M-V/def2-TZVPD) on a 9-piece molecular cluster, C28H54F3O26 overall.

Each line ends with the Mulliken charge.
Positions of all 111 atoms, in Å:
C (-0.131, -1.120, 0.873)  0.727
O (1.031, -0.710, 0.108)  -0.450
O (-0.131, -2.485, 0.782)  -0.958
C (-0.238, -0.477, 2.311)  0.426
F (-0.303, 0.856, 2.337)  -0.319
F (-1.348, -0.789, 2.952)  -0.116
F (0.884, -0.756, 3.087)  -0.303
C (1.132, 0.722, -0.189)  0.669
C (2.431, 0.891, -0.932)  -0.131
H (3.394, 0.659, -0.478)  0.444
H (2.363, 0.237, -1.801)  -0.465
H (2.512, 1.936, -1.232)  -0.299
H (1.269, 1.299, 0.725)  0.359
H (0.440, 1.108, -0.938)  -0.368
H (-1.002, -0.706, 0.364)  -0.292
C (-6.425, -5.025, 1.977)  -0.751
O (-5.841, -3.771, 1.715)  -0.293
C (-5.166, -3.703, 0.520)  0.660
O (-5.139, -4.580, -0.347)  -0.609
O (-4.398, -2.641, 0.549)  -0.214
C (-3.546, -2.216, -0.476)  -0.692
H (-6.873, -5.031, 2.971)  0.226
H (-5.694, -5.830, 1.894)  0.291
H (-7.243, -5.335, 1.328)  0.382
H (-3.886, -2.408, -1.494)  0.431
H (-2.655, -2.838, -0.388)  0.343
H (-3.332, -1.147, -0.471)  0.206
C (1.607, 6.173, -6.705)  -0.674
O (1.995, 4.850, -6.556)  -0.368
C (1.794, 4.243, -5.434)  0.791
O (1.234, 4.671, -4.459)  -0.533
O (2.347, 2.998, -5.537)  -0.383
C (2.002, 2.125, -4.439)  -0.167
H (0.631, 6.336, -6.249)  0.312
H (1.431, 6.305, -7.773)  0.248
H (2.358, 6.814, -6.243)  0.283
H (1.631, 2.658, -3.564)  0.003
H (2.923, 1.622, -4.147)  0.244
H (1.212, 1.393, -4.611)  0.239
C (-1.807, 2.449, -2.902)  -0.287
O (-1.106, 1.258, -3.390)  -0.130
C (-1.605, 0.054, -3.193)  0.790
O (-2.734, -0.181, -2.683)  -0.671
O (-0.738, -0.888, -3.534)  -0.385
C (-0.890, -2.174, -3.050)  0.352
H (-2.659, 2.731, -3.520)  0.406
H (-1.174, 3.335, -2.954)  0.002
H (-2.121, 2.198, -1.889)  -0.003
H (-1.798, -2.715, -3.316)  0.364
H (-1.112, -2.031, -1.993)  -0.257
H (-0.001, -2.784, -3.212)  -0.237
C (-0.270, -4.177, 6.992)  -0.494
O (0.004, -2.828, 7.110)  -0.401
C (0.000, -1.961, 6.142)  0.742
O (-0.311, -2.203, 4.993)  -0.390
O (0.187, -0.712, 6.631)  -0.369
C (0.584, 0.339, 5.772)  -0.300
H (0.462, -4.820, 6.504)  0.307
H (-1.252, -4.395, 6.572)  0.125
H (-0.167, -4.611, 7.986)  0.290
H (0.430, 1.338, 6.179)  0.333
H (0.015, 0.328, 4.842)  -0.054
H (1.636, 0.238, 5.504)  0.287
C (-4.614, -6.522, 5.203)  -0.696
O (-4.995, -5.178, 5.196)  -0.346
C (-4.072, -4.292, 4.857)  0.884
O (-2.861, -4.465, 4.758)  -0.584
O (-4.698, -3.184, 4.615)  -0.332
C (-3.993, -2.005, 4.152)  -0.511
H (-3.779, -6.742, 5.870)  0.299
H (-4.334, -6.843, 4.200)  0.296
H (-5.453, -7.138, 5.527)  0.235
H (-3.633, -2.142, 3.132)  0.194
H (-3.175, -1.743, 4.823)  0.250
H (-4.674, -1.155, 4.153)  0.301
C (6.449, 7.650, 0.596)  -0.699
O (6.453, 6.201, 0.864)  -0.326
C (5.436, 5.550, 0.212)  0.729
O (4.593, 5.976, -0.602)  -0.552
O (5.544, 4.296, 0.675)  -0.318
C (4.876, 3.202, 0.043)  -0.288
H (5.585, 8.257, 0.865)  0.315
H (6.793, 7.875, -0.413)  0.289
H (7.139, 8.081, 1.322)  0.272
H (4.763, 2.396, 0.767)  0.276
H (5.491, 2.915, -0.810)  0.342
H (3.907, 3.437, -0.397)  -0.016
C (1.730, 5.453, -1.270)  -0.933
O (1.028, 4.366, -0.610)  -0.120
C (-0.336, 4.489, -0.451)  0.689
O (-1.078, 5.409, -0.894)  -0.677
O (-0.793, 3.517, 0.307)  0.044
C (-2.130, 3.501, 0.723)  -0.791
H (2.470, 5.226, -2.037)  0.285
H (2.167, 6.182, -0.587)  0.302
H (0.995, 6.026, -1.834)  0.464
H (-2.234, 2.798, 1.549)  0.149
H (-2.728, 3.119, -0.104)  0.319
H (-2.527, 4.480, 0.991)  0.335
C (2.160, -6.635, -4.592)  -0.683
O (2.836, -5.425, -4.561)  -0.364
C (2.465, -4.483, -3.692)  0.808
O (1.731, -4.688, -2.766)  -0.546
O (3.185, -3.384, -3.902)  -0.403
C (2.936, -2.161, -3.108)  -0.602
H (1.169, -6.481, -5.019)  0.287
H (1.967, -7.012, -3.588)  0.303
H (2.732, -7.444, -5.045)  0.252
H (2.129, -1.545, -3.506)  0.131
H (3.770, -1.462, -3.176)  0.349
H (2.765, -2.394, -2.057)  0.467

The calculation puts the molecular weight at 863.708 g mol⁻¹. The value obtained for the total energy is -3355.07909 Eh. The spin multiplicity is 1. The energy relative to the best compared isomer or geometry (same formula, charge and spin) is 314.29 kJ/mol. Its total charge is -1. As for the HOMO-LUMO gap: 5.68 eV.

Question: What is the total charge in the second record?
Answer: -1